(1)
84
Properties=species:S:1:pos:R:3:mulliken_charge:R:1 method="wB97M-V/def2-TZVPD" charge=+2 energy_ha=-2323.47632
H 1.00 0.48 -2.42 0.444
C -3.71 2.45 -3.34 -1.068
N -0.60 2.27 3.91 0.635
H 2.73 -0.46 -3.72 0.323
C 0.58 0.42 6.53 -0.752
H 0.47 2.21 -2.70 -0.029
C -1.94 -5.42 -0.35 -0.927
C -3.44 -5.06 1.50 -0.735
H 5.01 2.30 -4.27 0.353
H -0.86 3.03 -1.67 0.495
N 0.13 2.07 1.88 -0.477
H 1.32 1.15 6.83 0.401
C -1.14 -4.35 1.64 -0.214
C -1.23 1.94 1.94 -0.330
H 0.04 -2.92 6.56 0.506
H -0.68 0.19 -4.92 0.327
C -1.72 0.38 -4.65 -0.992
H -2.30 0.30 -5.57 0.394
C 2.45 2.83 -4.29 -0.579
C -3.19 -5.56 0.23 -0.647
C -2.41 -4.43 2.20 0.167
C 3.09 0.54 -3.95 -0.616
N -3.44 -2.55 5.06 -0.519
Si -1.95 2.07 -3.91 0.072
H -1.71 2.66 5.57 0.316
C -1.29 -1.46 5.71 0.428
H 1.96 3.99 -2.01 0.317
H -1.77 -5.79 -1.35 0.424
H 4.17 1.32 -0.91 0.326
H 3.55 0.53 -4.94 0.367
H -2.06 -0.42 -3.99 0.359
H -3.81 3.40 -2.83 0.368
C -0.72 2.25 5.37 -1.297
C 4.54 2.31 -3.29 -0.745
N 4.07 0.97 -2.96 0.114
H 0.00 -2.12 -1.64 0.548
H -4.26 2.50 -4.29 0.348
N 1.04 -1.03 -0.10 0.109
H 1.22 -5.21 0.21 0.257
C -1.19 3.45 -4.90 -0.981
Au 1.27 1.93 0.19 0.458
H 0.46 -4.80 -1.33 0.471
N 2.28 1.94 -1.62 -0.425
H 2.91 2.82 -5.28 0.259
C 0.78 -0.92 6.82 -0.750
C 0.46 -4.59 -0.26 -1.154
N -1.69 2.05 3.15 -0.769
O -1.58 -3.14 4.05 -0.216
N -3.76 -3.43 4.02 -0.353
C -2.65 -3.73 3.45 0.428
N 0.89 -3.21 -0.06 0.694
H -4.15 1.66 -2.74 0.369
C -0.57 0.83 5.86 0.771
H -3.99 -6.05 -0.31 0.412
C 0.49 2.27 3.15 0.245
N 3.42 3.27 -3.30 0.063
C 1.35 1.48 -2.69 -0.652
H 1.66 -1.23 7.36 0.439
H -2.42 0.19 4.97 0.537
C -0.91 -4.81 0.35 0.758
C -2.17 -2.41 5.03 0.173
H 2.17 -1.00 1.73 0.477
H -0.19 3.19 -5.26 0.308
C -0.14 -1.86 6.38 -0.658
N 1.59 -2.88 1.04 -0.844
N 1.94 1.48 -3.98 0.423
H -1.86 1.75 1.10 0.498
H -0.34 -3.87 2.19 0.858
C -1.52 -0.11 5.49 -0.181
C 2.80 3.30 -2.01 -0.390
H -1.13 4.39 -4.36 0.382
H 3.52 3.61 -1.24 0.334
H 3.08 -0.01 -1.39 0.287
H 1.49 2.41 3.52 0.472
H -0.75 1.23 -1.66 0.126
C 1.66 -1.57 0.98 -0.545
H 0.03 2.92 5.79 0.534
H -4.42 -5.12 1.94 0.528
C 0.57 -2.10 -0.73 -0.341
H -1.82 3.61 -5.77 0.441
H 5.28 2.63 -2.56 0.362
C 3.46 0.97 -1.66 -0.337
H 1.61 3.53 -4.31 0.381
C -1.06 2.11 -2.22 -0.367

(2)
82
Properties=species:S:1:pos:R:3:mulliken_charge:R:1 method="wB97M-V/def2-TZVPD" charge=-1 energy_ha=-5448.15159
H 2.08 -3.76 -1.97 0.461
C 3.39 1.67 -0.84 -0.532
C -4.23 -1.22 -0.26 -0.992
C -1.74 2.36 -1.43 0.384
C -2.97 -1.44 0.28 -0.457
H -0.96 -4.42 -3.04 0.445
H -3.50 1.09 -4.01 0.376
H -2.12 -0.88 -3.43 0.369
H -6.04 -0.07 -0.13 0.320
C -2.64 1.76 2.27 0.000
C 5.23 -2.20 1.06 -0.602
C -2.03 0.05 -2.88 -0.746
H 1.69 -1.30 -3.80 0.211
N -0.32 -0.87 -1.37 0.566
C 3.21 -2.97 2.35 -0.915
N 4.14 2.18 0.16 0.413
H -2.22 3.69 0.18 0.161
N 4.08 -1.96 1.79 0.304
C 3.91 -0.61 1.91 -0.190
C -1.16 -1.01 1.89 0.274
H -3.05 -0.87 3.84 0.268
H 1.06 -3.92 -0.54 0.361
C -5.01 -0.19 0.20 -1.163
C -3.12 0.62 1.56 0.545
H -2.20 -3.16 -2.91 0.310
C 0.78 -1.90 -3.93 -1.046
C -3.45 2.80 2.66 -0.606
C -4.48 0.74 1.11 0.951
C -2.40 -0.60 1.25 1.463
H 1.04 -2.80 -4.49 0.384
S 3.08 0.06 -1.30 -0.250
H 4.52 4.16 0.86 0.498
H -0.51 3.62 -0.22 0.141
H -3.24 3.21 -2.71 0.451
C -1.12 0.11 -1.79 0.529
Si 0.08 -2.30 -2.21 0.091
C 5.75 -0.99 0.75 -0.488
C -1.51 3.62 -0.65 -1.551
H 5.06 2.03 2.21 -0.173
H -1.80 -0.82 5.11 0.340
H -4.62 -1.91 -1.00 0.389
Br -0.78 2.16 2.59 -0.170
H 2.83 4.86 -1.20 0.430
H 2.70 -3.52 1.57 0.228
H -1.64 4.49 -1.28 0.521
C -0.80 -2.48 1.77 -1.946
H -0.02 -2.70 2.49 0.593
H -1.63 -3.99 -1.47 0.327
O -1.07 -0.60 3.25 -0.215
B 5.18 1.50 1.14 0.482
H 2.09 -2.49 -0.75 -0.090
H 1.66 3.58 -2.99 0.289
H -1.99 -2.27 4.10 0.332
C -4.81 2.80 2.34 -0.692
C 1.95 2.59 -2.65 -0.902
H 5.56 -3.20 0.83 0.474
H 6.28 1.65 0.65 -0.227
H -1.66 -3.14 1.96 0.365
H 6.63 -0.75 0.18 0.465
H -5.44 3.62 2.67 0.375
C -1.31 -3.58 -2.43 -1.324
C -2.03 -1.17 4.10 -0.929
N 2.79 2.72 -1.48 0.310
H 0.08 -1.31 -4.53 0.307
C 1.45 -3.21 -1.27 -0.937
C 4.01 3.54 0.14 -0.831
H 2.48 -2.45 2.97 0.277
N 4.94 -0.02 1.28 -0.017
C -5.30 1.81 1.54 -0.833
H -6.32 1.83 1.19 0.356
H -0.42 -2.71 0.77 -0.118
S 2.65 0.12 2.78 -0.404
H 2.50 2.07 -3.43 0.325
Pb 0.64 0.35 0.59 0.991
H -3.01 3.64 3.19 0.426
H -2.41 -2.30 -0.04 0.313
C -2.65 2.33 -2.47 -0.864
H 3.79 -3.66 2.97 0.394
C -2.79 1.14 -3.19 -0.798
N -1.01 1.29 -1.10 0.502
H 1.06 2.00 -2.42 0.300
C 3.18 3.89 -0.87 -0.379

What did the first record say?
84
Properties=species:S:1:pos:R:3:mulliken_charge:R:1 method="wB97M-V/def2-TZVPD" charge=+2 energy_ha=-2323.47632
H 1.00 0.48 -2.42 0.444
C -3.71 2.45 -3.34 -1.068
N -0.60 2.27 3.91 0.635
H 2.73 -0.46 -3.72 0.323
C 0.58 0.42 6.53 -0.752
H 0.47 2.21 -2.70 -0.029
C -1.94 -5.42 -0.35 -0.927
C -3.44 -5.06 1.50 -0.735
H 5.01 2.30 -4.27 0.353
H -0.86 3.03 -1.67 0.495
N 0.13 2.07 1.88 -0.477
H 1.32 1.15 6.83 0.401
C -1.14 -4.35 1.64 -0.214
C -1.23 1.94 1.94 -0.330
H 0.04 -2.92 6.56 0.506
H -0.68 0.19 -4.92 0.327
C -1.72 0.38 -4.65 -0.992
H -2.30 0.30 -5.57 0.394
C 2.45 2.83 -4.29 -0.579
C -3.19 -5.56 0.23 -0.647
C -2.41 -4.43 2.20 0.167
C 3.09 0.54 -3.95 -0.616
N -3.44 -2.55 5.06 -0.519
Si -1.95 2.07 -3.91 0.072
H -1.71 2.66 5.57 0.316
C -1.29 -1.46 5.71 0.428
H 1.96 3.99 -2.01 0.317
H -1.77 -5.79 -1.35 0.424
H 4.17 1.32 -0.91 0.326
H 3.55 0.53 -4.94 0.367
H -2.06 -0.42 -3.99 0.359
H -3.81 3.40 -2.83 0.368
C -0.72 2.25 5.37 -1.297
C 4.54 2.31 -3.29 -0.745
N 4.07 0.97 -2.96 0.114
H 0.00 -2.12 -1.64 0.548
H -4.26 2.50 -4.29 0.348
N 1.04 -1.03 -0.10 0.109
H 1.22 -5.21 0.21 0.257
C -1.19 3.45 -4.90 -0.981
Au 1.27 1.93 0.19 0.458
H 0.46 -4.80 -1.33 0.471
N 2.28 1.94 -1.62 -0.425
H 2.91 2.82 -5.28 0.259
C 0.78 -0.92 6.82 -0.750
C 0.46 -4.59 -0.26 -1.154
N -1.69 2.05 3.15 -0.769
O -1.58 -3.14 4.05 -0.216
N -3.76 -3.43 4.02 -0.353
C -2.65 -3.73 3.45 0.428
N 0.89 -3.21 -0.06 0.694
H -4.15 1.66 -2.74 0.369
C -0.57 0.83 5.86 0.771
H -3.99 -6.05 -0.31 0.412
C 0.49 2.27 3.15 0.245
N 3.42 3.27 -3.30 0.063
C 1.35 1.48 -2.69 -0.652
H 1.66 -1.23 7.36 0.439
H -2.42 0.19 4.97 0.537
C -0.91 -4.81 0.35 0.758
C -2.17 -2.41 5.03 0.173
H 2.17 -1.00 1.73 0.477
H -0.19 3.19 -5.26 0.308
C -0.14 -1.86 6.38 -0.658
N 1.59 -2.88 1.04 -0.844
N 1.94 1.48 -3.98 0.423
H -1.86 1.75 1.10 0.498
H -0.34 -3.87 2.19 0.858
C -1.52 -0.11 5.49 -0.181
C 2.80 3.30 -2.01 -0.390
H -1.13 4.39 -4.36 0.382
H 3.52 3.61 -1.24 0.334
H 3.08 -0.01 -1.39 0.287
H 1.49 2.41 3.52 0.472
H -0.75 1.23 -1.66 0.126
C 1.66 -1.57 0.98 -0.545
H 0.03 2.92 5.79 0.534
H -4.42 -5.12 1.94 0.528
C 0.57 -2.10 -0.73 -0.341
H -1.82 3.61 -5.77 0.441
H 5.28 2.63 -2.56 0.362
C 3.46 0.97 -1.66 -0.337
H 1.61 3.53 -4.31 0.381
C -1.06 2.11 -2.22 -0.367

Copy entry 2 word for word.
82
Properties=species:S:1:pos:R:3:mulliken_charge:R:1 method="wB97M-V/def2-TZVPD" charge=-1 energy_ha=-5448.15159
H 2.08 -3.76 -1.97 0.461
C 3.39 1.67 -0.84 -0.532
C -4.23 -1.22 -0.26 -0.992
C -1.74 2.36 -1.43 0.384
C -2.97 -1.44 0.28 -0.457
H -0.96 -4.42 -3.04 0.445
H -3.50 1.09 -4.01 0.376
H -2.12 -0.88 -3.43 0.369
H -6.04 -0.07 -0.13 0.320
C -2.64 1.76 2.27 0.000
C 5.23 -2.20 1.06 -0.602
C -2.03 0.05 -2.88 -0.746
H 1.69 -1.30 -3.80 0.211
N -0.32 -0.87 -1.37 0.566
C 3.21 -2.97 2.35 -0.915
N 4.14 2.18 0.16 0.413
H -2.22 3.69 0.18 0.161
N 4.08 -1.96 1.79 0.304
C 3.91 -0.61 1.91 -0.190
C -1.16 -1.01 1.89 0.274
H -3.05 -0.87 3.84 0.268
H 1.06 -3.92 -0.54 0.361
C -5.01 -0.19 0.20 -1.163
C -3.12 0.62 1.56 0.545
H -2.20 -3.16 -2.91 0.310
C 0.78 -1.90 -3.93 -1.046
C -3.45 2.80 2.66 -0.606
C -4.48 0.74 1.11 0.951
C -2.40 -0.60 1.25 1.463
H 1.04 -2.80 -4.49 0.384
S 3.08 0.06 -1.30 -0.250
H 4.52 4.16 0.86 0.498
H -0.51 3.62 -0.22 0.141
H -3.24 3.21 -2.71 0.451
C -1.12 0.11 -1.79 0.529
Si 0.08 -2.30 -2.21 0.091
C 5.75 -0.99 0.75 -0.488
C -1.51 3.62 -0.65 -1.551
H 5.06 2.03 2.21 -0.173
H -1.80 -0.82 5.11 0.340
H -4.62 -1.91 -1.00 0.389
Br -0.78 2.16 2.59 -0.170
H 2.83 4.86 -1.20 0.430
H 2.70 -3.52 1.57 0.228
H -1.64 4.49 -1.28 0.521
C -0.80 -2.48 1.77 -1.946
H -0.02 -2.70 2.49 0.593
H -1.63 -3.99 -1.47 0.327
O -1.07 -0.60 3.25 -0.215
B 5.18 1.50 1.14 0.482
H 2.09 -2.49 -0.75 -0.090
H 1.66 3.58 -2.99 0.289
H -1.99 -2.27 4.10 0.332
C -4.81 2.80 2.34 -0.692
C 1.95 2.59 -2.65 -0.902
H 5.56 -3.20 0.83 0.474
H 6.28 1.65 0.65 -0.227
H -1.66 -3.14 1.96 0.365
H 6.63 -0.75 0.18 0.465
H -5.44 3.62 2.67 0.375
C -1.31 -3.58 -2.43 -1.324
C -2.03 -1.17 4.10 -0.929
N 2.79 2.72 -1.48 0.310
H 0.08 -1.31 -4.53 0.307
C 1.45 -3.21 -1.27 -0.937
C 4.01 3.54 0.14 -0.831
H 2.48 -2.45 2.97 0.277
N 4.94 -0.02 1.28 -0.017
C -5.30 1.81 1.54 -0.833
H -6.32 1.83 1.19 0.356
H -0.42 -2.71 0.77 -0.118
S 2.65 0.12 2.78 -0.404
H 2.50 2.07 -3.43 0.325
Pb 0.64 0.35 0.59 0.991
H -3.01 3.64 3.19 0.426
H -2.41 -2.30 -0.04 0.313
C -2.65 2.33 -2.47 -0.864
H 3.79 -3.66 2.97 0.394
C -2.79 1.14 -3.19 -0.798
N -1.01 1.29 -1.10 0.502
H 1.06 2.00 -2.42 0.300
C 3.18 3.89 -0.87 -0.379

Look up the charge of the first one.
+2